The following is a DFT calculation (ωB97M-V/def2-TZVPD) of a 2-piece molecular cluster, C3H3N2O overall.

Last column: Löwdin charge in e.
Positions of all 9 atoms, in Å:
C 0.65826 -1.53969 -0.67499  0.152
C 1.87733 0.51118 0.09599  -0.145
C -1.99786 1.46190 0.70906  0.016
N 1.32573 -0.53842 -0.36368  0.170
N -1.05612 1.12043 0.07558  0.066
O 2.01262 1.48655 0.54833  0.398
H -2.97875 1.71154 0.99284  0.058
H -0.24642 -1.90127 -1.38307  0.191
H 0.40521 -2.31221 -0.00005  0.094

Forces on atoms 1 to 2 (eV/Å):
-4.24 -1.75 -0.35
-4.35 -8.54 -3.79

Properties
charge	+1
maximum force	10.302	eV/Å
energy	-300.43822	Ha
frontier orbital gap	9.45	eV
relative energy (zero: lowest compared OMol25 entry of this formula, charge and spin)	344.4	kJ/mol

---

The following is a DFT calculation (ωB97M-V/def2-TZVPD) of C9H13CaO5P as an isolated structure.

Last column: Löwdin charge in e.
Positions of all 29 atoms, in Å:
Ca -0.15291 0.35281 -0.97287  1.142
C -2.45846 -0.76923 -1.41774  -0.019
O -3.48306 -1.16606 -1.76133  0.174
C -1.72744 1.53861 -2.55902  -0.120
O -2.43646 2.08314 -3.28919  0.188
C 0.00529 -0.77511 -3.31969  0.018
O 0.00676 -1.23718 -4.37389  0.163
C -1.82163 2.16646 -0.13418  0.001
O -2.58181 2.97159 0.20933  0.168
C 2.72849 2.83838 -1.65963  -0.074
H 2.78835 3.10885 -0.60025  0.061
H 3.40057 2.04874 -2.01003  0.060
C 1.84719 3.42144 -2.48219  -0.076
H 1.82168 3.18922 -3.55544  0.063
H 1.08733 4.11704 -2.10834  0.056
C 1.41186 -1.32717 3.14095  -0.143
P 0.16235 -1.40961 1.88983  0.580
C 0.19149 -2.97755 1.03633  -0.149
C -1.47865 -1.06715 2.47780  -0.147
O 0.51403 -0.31491 0.87204  -0.617
H 1.35616 -0.36487 3.66514  0.081
H 2.40605 -1.42020 2.68768  0.082
H 1.30366 -2.12225 3.88618  0.080
H 0.01098 -3.78814 1.74722  0.081
H -0.58175 -2.99892 0.25831  0.056
H 1.16988 -3.12011 0.55951  0.079
H -2.20684 -1.14362 1.66581  0.052
H -1.75366 -1.77898 3.25752  0.081
H -1.52948 -0.05523 2.89013  0.078

Forces on atoms 1 to 2 (eV/Å):
1.01 0.70 -0.16
-4.31 -2.00 -1.14

Properties
charge	+2
maximum force	5.838	eV/Å
energy	-1745.39819	Ha
frontier orbital gap	8.17	eV

---

The following is a DFT calculation (ωB97M-V/def2-TZVPD) of an isolated ion of composition C4H7N2 and charge +1.

Last column: Löwdin charge in e.
Positions of all 13 atoms, in Å:
C -2.09382 -0.41884 -0.30333  -0.008
N -0.79264 -0.27456 0.30275  0.033
C 0.23187 0.21971 -0.31801  0.025
C 1.45148 0.33891 0.50357  -0.107
C 2.65638 0.24715 -0.32130  -0.208
N 3.61333 0.08762 -0.88044  0.211
H -2.89985 -0.44853 0.41970  0.102
H -2.26298 0.44838 -0.97669  0.122
H -2.08288 -1.47194 -0.73640  0.141
H -0.71770 -0.49845 1.28840  0.180
H 0.10209 0.53176 -1.35171  0.178
H 1.35595 1.41950 0.91014  0.188
H 1.43877 -0.18070 1.46332  0.143

Forces on atoms 1 to 2 (eV/Å):
-0.71 -1.23 -1.04
0.61 1.15 -0.65

Properties
charge	+1
maximum force	3.878	eV/Å
energy	-265.81313	Ha
frontier orbital gap	10.66	eV
relative energy (zero: lowest compared OMol25 entry of this formula, charge and spin)	250.3	kJ/mol
structure (SMILES)	C/[NH+]=C/CC#N

---

The following is a DFT calculation (ωB97M-V/def2-TZVPD) of a 2-piece molecular cluster, C8H22NSi overall.

Last column: Löwdin charge in e.
Positions of all 32 atoms, in Å:
C 2.39759 -0.24488 1.94482  -0.126
C -1.77778 0.19918 -2.49111  -0.128
C -2.79265 -0.60183 0.98743  -0.128
C -2.05574 -3.40354 0.18235  -0.177
C 2.78316 1.18102 1.58273  -0.248
C 1.62696 2.04603 1.09416  -0.241
C -0.94718 -0.92753 -1.83982  -0.309
C 1.53799 2.20771 -0.39005  -0.296
N 0.96543 1.19616 -1.29643  -0.005
Si -1.90440 -1.63820 -0.37355  1.044
H 2.34043 -0.44653 3.06442  0.096
H 3.24351 -0.88208 1.72633  0.059
H 1.55675 -0.70292 1.40935  0.051
H -2.71182 -0.18591 -2.70816  0.041
H -1.92571 0.94306 -1.71572  0.077
H -1.19633 0.43235 -3.34510  0.076
H -3.16124 0.31399 0.50823  0.045
H 2.64138 2.50723 -0.73779  0.149
H -2.23322 -0.29946 1.80458  0.018
H -2.99932 -3.43814 0.88810  0.091
H -2.30587 -4.20135 -0.62639  0.091
H -1.26372 -3.56606 0.78075  -0.018
H 3.41715 1.20039 0.68295  0.097
H 3.38606 1.50807 2.44417  0.117
H 1.69534 3.05961 1.52453  0.124
H 0.68401 1.71111 1.41644  0.084
H -0.24551 -0.35904 -1.27871  -0.004
H -0.57160 -1.73461 -2.51900  0.109
H 0.96269 3.15040 -0.51602  0.114
H 0.90715 1.57856 -2.30015  0.135
H 1.60480 0.47815 -1.25675  0.036
H -3.65833 -1.08093 1.35344  0.025

Forces on atoms 1 to 2 (eV/Å):
0.72 -1.20 1.25
1.09 -0.99 1.57

Properties
charge	+1
maximum force	6.147	eV/Å
energy	-661.90973	Ha
frontier orbital gap	7.56	eV
relative energy (zero: lowest compared OMol25 entry of this formula, charge and spin)	135.8	kJ/mol

---

Among the records above, which one has the lowest energy?
C9H13CaO5P

---

Copy entry 2 word for word.
The following is a DFT calculation (ωB97M-V/def2-TZVPD) of C9H13CaO5P as an isolated structure.

Last column: Löwdin charge in e.
Positions of all 29 atoms, in Å:
Ca -0.15291 0.35281 -0.97287  1.142
C -2.45846 -0.76923 -1.41774  -0.019
O -3.48306 -1.16606 -1.76133  0.174
C -1.72744 1.53861 -2.55902  -0.120
O -2.43646 2.08314 -3.28919  0.188
C 0.00529 -0.77511 -3.31969  0.018
O 0.00676 -1.23718 -4.37389  0.163
C -1.82163 2.16646 -0.13418  0.001
O -2.58181 2.97159 0.20933  0.168
C 2.72849 2.83838 -1.65963  -0.074
H 2.78835 3.10885 -0.60025  0.061
H 3.40057 2.04874 -2.01003  0.060
C 1.84719 3.42144 -2.48219  -0.076
H 1.82168 3.18922 -3.55544  0.063
H 1.08733 4.11704 -2.10834  0.056
C 1.41186 -1.32717 3.14095  -0.143
P 0.16235 -1.40961 1.88983  0.580
C 0.19149 -2.97755 1.03633  -0.149
C -1.47865 -1.06715 2.47780  -0.147
O 0.51403 -0.31491 0.87204  -0.617
H 1.35616 -0.36487 3.66514  0.081
H 2.40605 -1.42020 2.68768  0.082
H 1.30366 -2.12225 3.88618  0.080
H 0.01098 -3.78814 1.74722  0.081
H -0.58175 -2.99892 0.25831  0.056
H 1.16988 -3.12011 0.55951  0.079
H -2.20684 -1.14362 1.66581  0.052
H -1.75366 -1.77898 3.25752  0.081
H -1.52948 -0.05523 2.89013  0.078

Forces on atoms 1 to 2 (eV/Å):
1.01 0.70 -0.16
-4.31 -2.00 -1.14

Properties
charge	+2
maximum force	5.838	eV/Å
energy	-1745.39819	Ha
frontier orbital gap	8.17	eV

---

Which formula does entry 4 have?
C8H22NSi